Entry 1:
C4H9NO in the gas phase in a non-equilibrium geometry, computed with ωB97M-V/def2-TZVPD.

```
15
Properties=species:S:1:pos:R:3:forces:R:3:lowdin_charge:R:1
C -1.72066 0.57896 0.33320 0.012 0.061 0.054 -0.116
C -0.96824 -0.43256 -0.52432 0.064 0.029 -0.070 -0.254
C 0.26045 -1.02812 0.17730 -0.023 -0.051 -0.062 -0.187
N 1.29762 -0.04223 0.52570 0.183 0.192 -0.006 0.016
C 2.05966 0.73038 -0.29328 0.133 0.114 -0.071 -0.387
O 2.03606 0.84768 -1.49823 -0.274 -0.286 0.304 0.023
H -2.56751 1.01572 -0.20706 0.165 -0.084 0.062 0.071
H -2.11468 0.11262 1.24516 0.083 0.062 -0.125 0.072
H -1.05448 1.39470 0.63041 -0.117 -0.048 -0.010 0.067
H -0.64384 0.02237 -1.46578 -0.029 0.010 0.131 0.103
H -1.64106 -1.25932 -0.79591 0.223 0.099 0.094 0.108
H 0.69052 -1.80645 -0.46430 0.075 0.191 0.060 0.117
H -0.06819 -1.53420 1.09654 0.264 0.283 -0.098 0.119
H 1.65724 0.10132 1.45925 -0.767 -0.662 0.173 0.121
H 2.76934 1.28874 0.36134 0.010 0.090 -0.434 0.128
```
Positions in Å, forces in eV/Å.

Relative energy (zero: lowest compared OMol25 entry of this formula, charge and spin), kcal per mole: 14.68
SMILES: CCCNC=O
Spin multiplicity: 1
LUMO energy, eV: 0.82
Energy, Eh: -287.8091

Entry 2:
2 unconnected molecules or ions with the total composition C4H9NO in a non-equilibrium geometry, computed with ωB97M-V/def2-TZVPD.

```
15
Properties=species:S:1:pos:R:3:forces:R:3:lowdin_charge:R:1
C -0.36142 -0.11775 -0.24160 -1.157 -0.337 1.965 -0.360
C -0.86538 -0.56753 -1.57257 3.081 -1.679 -0.206 -0.040
C -1.31179 0.72020 0.72151 2.571 1.130 -3.695 0.008
C 1.49197 -0.10497 1.26966 1.326 1.414 0.074 -0.111
N 0.83169 -0.36806 0.07688 -0.659 -0.053 -3.393 -0.066
O 2.10421 -0.32727 -1.55175 -1.073 -0.193 1.680 -0.194
H -1.30150 -1.59847 -1.53496 0.046 0.996 0.238 0.102
H 0.13552 -0.68391 -2.18499 -2.210 0.500 0.754 0.096
H -1.54039 0.15623 -1.90320 -1.170 0.868 -1.130 0.048
H -2.33065 0.52621 0.45710 -0.558 0.087 0.118 0.056
H -1.09280 0.75411 1.76603 0.213 -0.240 0.489 0.051
H -0.93776 1.72795 0.20621 -1.362 -1.366 1.448 0.142
H 2.43300 -0.46136 0.93153 1.558 -0.366 1.085 0.064
H 1.63857 0.98735 1.44311 -0.415 -0.633 0.160 0.113
H 1.10673 -0.64275 2.11703 -0.192 -0.128 0.415 0.091
```
Positions in Å, forces in eV/Å.

Relative energy (zero: lowest compared OMol25 entry of this formula, charge and spin), kcal per mole: 160.42
Spin multiplicity: 1
LUMO energy (alpha / beta), eV: -0.35 / -0.28
Energy, Eh: -287.5768

Entry 3:
2 unconnected molecules or ions with the total composition C4H9NO, computed with ωB97M-V/def2-TZVPD.

```
15
Properties=species:S:1:pos:R:3:forces:R:3:lowdin_charge:R:1
C 1.59638 1.84349 -0.21153 -0.124 -0.537 0.632 -0.062
C 2.36875 1.00925 0.71547 0.177 -0.139 -0.063 -0.290
N 2.91054 0.30514 1.44484 -0.066 0.222 -0.141 0.123
H 1.84423 2.89200 -0.08388 0.025 0.051 -0.091 0.078
H 0.55951 1.66365 0.08012 -0.088 0.270 -0.295 0.070
H 1.74610 1.50421 -1.23158 0.026 0.078 -0.064 0.084
C -1.29980 -0.92814 0.83334 0.081 -0.431 -0.542 -0.084
C -1.48238 -0.82341 -0.68722 -0.471 0.253 0.695 -0.338
O -0.35824 -1.26913 -1.40692 0.288 -0.003 -0.224 -0.080
H -2.06640 -0.36541 1.36260 0.072 0.136 0.038 0.072
H -0.29462 -0.58828 1.08786 -0.113 0.169 0.182 0.058
H -1.38461 -1.96932 1.15889 0.047 0.034 -0.016 0.073
H -1.62656 0.22712 -0.94984 0.110 -0.046 -0.136 0.103
H -2.39525 -1.34791 -0.99731 0.086 -0.035 -0.012 0.107
H -0.11766 -2.15326 -1.11483 -0.050 -0.022 0.037 0.086
```
Positions in Å, forces in eV/Å.

Relative energy (zero: lowest compared OMol25 entry of this formula, charge and spin), kcal per mole: 33.61
SMILES: CC#N.CCO
Spin multiplicity: 1
LUMO energy, eV: 0.78
Energy, Eh: -287.7789